Entry from the OMol25 dataset: a molecular structure, C41H65BrCl18N2O19Zr (wB97M-V/def2-TZVPD).

XYZ file:
```
147
Properties=species:S:1:pos:R:3:forces:R:3
Zr 0.253 -1.023 1.232 -1.33 0.52 -0.06
C 0.764 -0.673 5.829 -0.84 -0.23 -1.99
C -0.566 0.154 5.566 1.20 0.37 1.52
C -0.613 1.068 6.837 -0.30 0.48 0.84
C -1.428 2.367 6.748 0.66 -1.14 -0.85
C -1.004 3.105 5.511 -0.48 0.13 -1.19
C -0.948 2.322 4.165 0.15 -0.51 -0.24
N -0.371 0.974 4.370 1.35 -0.11 -1.05
O -0.083 0.245 3.120 -0.45 -0.45 -0.43
C 0.035 3.169 3.262 -0.99 -0.80 -0.37
C -2.402 2.201 3.566 0.02 0.20 0.09
C -1.841 -0.711 5.544 0.30 -0.35 -0.82
H 1.633 -0.016 5.787 -0.19 0.27 0.71
H 0.949 -1.272 4.937 -0.28 -0.38 -0.11
H 0.729 -1.375 6.661 -0.08 0.40 0.28
H 0.362 1.298 7.264 0.42 0.06 -0.66
H -1.048 0.474 7.641 -0.16 -0.32 -0.04
H -1.238 3.063 7.565 -0.37 -0.44 0.43
H -2.461 2.024 6.686 -0.35 0.62 0.11
H -0.047 3.614 5.631 0.11 -0.15 0.31
H -1.756 3.867 5.308 0.16 0.46 0.03
H -0.113 2.857 2.228 0.23 -0.23 -0.14
H 1.084 3.044 3.530 -0.19 -0.27 0.22
H -0.178 4.238 3.255 -0.33 0.10 0.41
H -3.118 2.798 4.132 -0.01 0.21 0.21
H -2.777 1.180 3.629 0.31 -0.07 -0.10
H -2.540 2.522 2.534 0.44 -0.05 -0.16
H -2.088 -1.312 6.419 0.46 0.26 0.38
H -1.710 -1.439 4.744 -0.24 0.04 -0.31
H -2.703 -0.077 5.339 -0.09 -0.01 -0.09
C -1.209 -0.886 -3.257 0.58 -0.68 0.83
C -1.843 -2.154 -2.595 -0.77 0.14 -0.65
C -2.268 -3.056 -3.736 0.27 -0.17 -1.83
C -2.646 -4.490 -3.540 0.25 -0.21 1.24
C -1.552 -5.102 -2.701 0.58 -0.17 0.94
C -1.001 -4.322 -1.421 -0.82 -0.43 -0.84
N -0.951 -2.837 -1.679 0.90 -1.26 -0.68
O -0.350 -2.030 -0.723 0.57 1.05 2.54
C 0.399 -4.914 -1.130 -0.15 0.97 0.57
C -1.938 -4.696 -0.243 -0.20 0.54 0.37
C -3.162 -1.772 -1.970 -0.42 0.71 1.93
H -0.213 -1.090 -3.651 -0.01 -0.41 -0.07
H -1.010 -0.134 -2.494 -0.44 0.26 0.03
H -1.803 -0.512 -4.091 -0.26 0.09 0.26
H -1.442 -3.145 -4.443 0.26 0.43 -0.33
H -3.107 -2.588 -4.250 0.22 0.45 -0.20
H -2.615 -5.010 -4.497 -0.40 0.10 -0.10
H -3.629 -4.640 -3.091 -0.11 0.11 0.06
H -0.727 -5.327 -3.377 0.33 0.09 0.07
H -1.896 -6.060 -2.310 0.20 -0.17 -0.01
H 1.175 -4.574 -1.816 -0.21 -0.18 -0.51
H 0.349 -6.002 -1.080 0.00 0.01 -0.15
H 0.765 -4.550 -0.170 -0.18 -0.06 0.25
H -1.483 -4.329 0.677 -0.35 0.35 0.13
H -2.203 -5.733 -0.033 0.89 -0.54 -0.52
H -2.946 -4.313 -0.400 0.09 0.72 0.10
H -2.947 -1.137 -1.110 -0.06 0.12 0.29
H -3.651 -2.660 -1.571 -0.11 -0.08 -0.07
H -3.897 -1.218 -2.555 0.33 -0.09 -0.48
C 0.288 2.585 -0.976 -0.22 -1.11 -0.58
C 0.346 1.254 -0.253 0.03 1.20 -0.09
O 1.302 0.503 -0.092 5.32 -1.32 -0.80
O -0.618 0.791 0.324 -6.11 -0.01 1.66
H 0.447 3.426 -0.301 0.35 -0.16 -0.17
H -0.709 2.705 -1.399 -0.13 -0.11 0.28
H 0.936 2.524 -1.850 0.47 0.52 0.33
Br 0.600 -3.273 2.687 -0.24 0.37 -0.33
C 1.034 2.563 -5.960 1.40 0.66 -0.01
Cl 0.596 1.480 -4.655 -0.11 0.25 0.29
Cl 2.278 1.765 -6.974 -0.54 0.23 0.16
Cl 1.797 4.146 -5.341 -1.09 -1.48 -0.47
H 0.136 2.734 -6.553 0.36 0.37 0.13
C -5.272 2.276 -0.605 0.12 -0.68 -0.49
Cl -3.633 2.107 -1.353 -0.98 0.61 0.76
Cl -5.266 3.013 1.009 0.12 -0.42 -0.53
Cl -5.998 0.644 -0.628 -0.05 -0.03 0.36
H -5.991 2.811 -1.226 0.77 0.43 -0.02
C 2.515 4.689 1.239 1.63 -0.63 0.41
Cl 2.988 5.802 2.644 -0.63 -1.03 -1.52
Cl 3.152 2.973 1.604 -0.68 1.61 -0.34
Cl 3.225 5.222 -0.329 -0.48 -0.20 1.15
H 1.432 4.618 1.136 0.28 0.18 0.32
C -0.992 6.773 -2.515 -0.01 1.04 -0.37
Cl -0.841 6.786 -4.328 0.13 -0.23 1.12
Cl 0.516 7.086 -1.648 0.24 0.09 -0.54
Cl -1.686 5.326 -1.872 -0.50 -0.60 -0.21
H -1.647 7.614 -2.289 0.07 -0.28 -0.08
C -4.707 1.439 -5.358 1.12 0.25 -0.63
Cl -5.399 0.700 -3.963 -0.50 0.03 0.26
Cl -4.539 0.191 -6.655 0.34 0.72 0.54
Cl -3.125 2.255 -4.857 -0.94 -0.72 -0.74
H -5.306 2.237 -5.796 -0.02 -0.25 0.38
C -2.169 6.698 2.526 -0.93 -1.01 0.14
Cl -0.762 6.495 1.510 0.21 0.13 0.21
Cl -3.457 5.563 1.955 0.35 0.31 0.09
Cl -2.762 8.325 2.508 -0.11 0.67 -0.08
H -2.031 6.422 3.571 0.56 -0.02 -0.34
C 5.432 -2.947 -1.433 0.74 -0.34 -0.13
C 4.786 -4.286 -1.377 1.26 -0.83 0.61
O 3.797 -4.021 -0.346 -0.33 -1.06 -0.82
C 3.394 -2.758 -0.514 -1.63 1.12 2.72
O 2.453 -2.258 0.129 2.85 -1.25 -2.82
O 4.297 -2.132 -1.301 -1.63 2.03 -0.37
H 6.058 -2.781 -2.309 -0.65 0.36 -0.28
H 6.047 -2.736 -0.558 0.18 -0.33 0.16
H 5.539 -5.014 -1.077 -0.42 -0.21 0.64
H 4.395 -4.678 -2.316 -0.62 0.53 0.07
C 5.172 -0.545 4.268 0.00 1.90 1.06
C 5.436 -1.669 3.401 2.89 -2.31 0.32
O 4.536 -1.625 2.360 -2.87 1.12 -0.55
C 3.449 -0.869 2.801 -0.35 1.06 0.25
O 2.374 -0.719 2.247 2.89 -0.31 1.29
O 3.818 -0.189 3.989 -1.06 -1.49 -1.89
H 5.817 0.291 3.997 -0.20 0.30 0.01
H 5.382 -0.776 5.312 -0.61 0.09 0.08
H 5.449 -2.640 3.898 -0.77 -0.16 0.09
H 6.479 -1.585 3.097 -0.07 0.02 -0.85
C -5.168 -1.790 3.245 -1.54 1.07 0.16
C -5.309 -0.385 2.584 0.88 -2.56 -0.14
O -4.094 -0.414 1.771 0.01 0.98 -0.27
C -3.235 -1.391 2.095 1.84 0.91 0.13
O -2.048 -1.400 1.676 -4.24 -0.72 1.52
O -3.857 -2.224 2.996 2.06 0.12 -0.94
H -5.903 -2.476 2.822 0.30 -0.24 -0.10
H -5.411 -1.663 4.300 0.63 -0.51 0.17
H -5.345 0.391 3.349 0.44 0.33 -0.57
H -6.195 -0.435 1.952 0.34 0.70 -0.11
C 4.105 0.851 -2.515 1.31 -0.28 0.61
C 4.851 0.298 -3.767 -1.62 -0.83 0.44
O 5.308 1.437 -4.468 -0.42 0.71 0.20
C 5.184 2.493 -3.646 -0.15 3.91 -1.69
O 5.372 3.671 -4.023 -0.27 -4.02 1.77
O 4.728 2.095 -2.445 0.70 2.73 0.30
H 4.278 0.393 -1.541 0.22 -0.52 -0.37
H 3.028 1.019 -2.534 -0.14 -0.33 -0.82
H 4.013 -0.156 -4.295 0.90 -0.58 -0.79
H 5.764 -0.283 -3.631 -0.63 -0.63 0.43
C 1.507 -3.098 -4.354 -0.24 0.50 1.27
C 1.682 -2.059 -5.453 -2.33 -0.14 -0.35
O 3.045 -1.942 -5.631 1.93 -0.03 0.23
C 3.684 -2.893 -4.903 1.51 -0.11 -0.86
O 4.872 -3.108 -4.924 -1.05 0.56 0.14
O 2.818 -3.598 -4.208 0.50 -1.27 0.37
H 0.801 -3.918 -4.482 0.15 0.14 -0.45
H 1.302 -2.663 -3.375 -0.56 0.25 -0.06
H 1.235 -1.101 -5.188 0.18 -0.03 -0.04
H 1.231 -2.389 -6.389 -0.04 0.01 -0.11
```
Positions in Å, forces in eV/Å.

Output
**Multiplicity**: 1
**HOMO level**: -6.32 eV
**Calculated total energy**: -14044.81281 hartree
**Gap between HOMO and LUMO**: 4.83 eV
**E_LUMO**: -1.4864 eV